1.
{
  "formula": "C2H4I2S",
  "method": "the ωB97M-V functional and the def2-TZVPD basis",
  "homo_ev": [-8.1, -7.8],
  "lumo_ev": [-0.02, -0.67],
  "elements": ["C", "C", "S", "I", "I", "H", "H", "H", "H"],
  "xyz": [[0.367, 0.599, 0.510], [-2.296, -0.205, -0.675], [0.309, -0.585, 1.743], [-2.291, -2.179, -0.195], [-3.460, 1.175, 0.236], [1.190, 0.535, -0.211], [0.443, 1.638, 0.774], [-2.340, -0.035, -1.662], [0.906, -1.626, 1.030]]
}

***

2.
{
  "formula": "C2H4IN2",
  "method": "the ωB97M-V functional and the def2-TZVPD basis",
  "total_charge": 1,
  "homo_ev": [-14.2, -14.3],
  "lumo_ev": [-5.47, -5.90],
  "elements": ["C", "C", "N", "N", "I", "H", "H", "H", "H"],
  "xyz": [[1.833, -0.220, -0.328], [-1.047, -0.206, -0.374], [0.982, 0.209, 0.449], [-2.014, 0.280, 0.274], [-0.905, -1.301, -2.114], [2.856, 0.164, -0.364], [1.739, -0.985, -1.033], [-1.702, 0.811, 1.066], [-2.945, 0.241, 0.016]]
}

***

3.
{
  "formula": "C2H4INO",
  "method": "the ωB97M-V functional and the def2-TZVPD basis",
  "homo_ev": [-9.4, -8.4],
  "lumo_ev": [-0.75, -0.59],
  "elements": ["C", "C", "N", "O", "I", "H", "H", "H", "H"],
  "xyz": [[0.119, -0.176, -0.051], [1.127, 0.573, 0.075], [-2.248, -0.144, 1.009], [2.329, 0.084, -0.557], [-0.632, -1.939, -0.763], [0.963, 1.613, 0.186], [-2.445, 0.424, -0.120], [-1.392, 0.153, 1.437], [2.181, -0.586, -1.216]]
}

***

4.
{
  "formula": "C2H4INO2",
  "method": "the ωB97M-V functional and the def2-TZVPD basis",
  "homo_ev": -9.9,
  "lumo_ev": -0.71,
  "elements": ["C", "C", "N", "O", "O", "I", "H", "H", "H", "H"],
  "xyz": [[0.204, -0.086, 0.260], [-0.990, 0.586, -0.319], [-0.980, 2.051, -0.222], [0.074, 2.555, 0.078], [-1.990, 2.641, -0.499], [-2.881, -0.186, 0.231], [0.367, 0.316, 1.264], [1.105, 0.108, -0.320], [0.048, -1.158, 0.337], [-1.053, 0.620, -1.953]]
}

***

5.
{
  "formula": "C2H4Li2O",
  "method": "the ωB97M-V functional and the def2-TZVPD basis",
  "total_charge": 1,
  "s_squared": 0.757,
  "multiplicity": 2,
  "homo_ev": [-10.0, -11.6],
  "lumo_ev": [-5.73, -5.83],
  "elements": ["O", "Li", "C", "C", "H", "H", "H", "Li", "H"],
  "xyz": [[0.641, 0.661, 0.203], [-1.095, 1.300, 0.794], [0.869, -0.513, -0.292], [-0.180, -1.053, -1.173], [1.914, -0.826, -0.278], [-0.741, -0.256, -1.657], [-0.863, -1.893, -1.241], [0.941, 1.915, 1.586], [0.590, -1.825, -0.628]]
}

***

6.
{
  "formula": "C2H4LiO2Tb",
  "method": "the ωB97M-V functional and the def2-TZVPD basis",
  "total_charge": 2,
  "s_squared": 12.762,
  "multiplicity": 7,
  "homo_ev": [-18.2, -18.3],
  "lumo_ev": [-9.92, -9.29],
  "elements": ["O", "C", "C", "O", "Li", "Tb", "H", "H", "H", "H"],
  "xyz": [[-1.319, -0.128, 0.552], [0.212, -0.568, 0.279], [0.896, 0.334, -0.729], [0.737, 1.538, -0.037], [-2.683, -1.233, 0.665], [-1.189, 2.005, 0.623], [0.648, -0.682, 1.286], [0.282, -1.603, -0.097], [0.449, 0.254, -1.737], [1.967, 0.083, -0.805]]
}

***

7.
{
  "formula": "C2H4LiO2Tb",
  "method": "the ωB97M-V functional and the def2-TZVPD basis",
  "total_charge": 2,
  "s_squared": 12.769,
  "multiplicity": 7,
  "homo_ev": [-16.6, -16.7],
  "lumo_ev": [-9.59, -8.98],
  "elements": ["O", "C", "C", "O", "Li", "Tb", "H", "H", "H", "H"],
  "xyz": [[0.879, 0.645, -0.728], [-1.388, 0.877, -0.885], [-1.887, -0.336, -1.595], [-1.452, -0.804, -0.328], [2.198, 1.709, -1.120], [0.653, -1.307, 0.105], [-1.277, 1.490, 0.019], [-2.005, 1.698, -1.278], [-1.432, -0.565, -2.567], [-2.981, -0.403, -1.658]]
}

***

8.
{
  "formula": "C2H4LiOSn",
  "method": "the ωB97M-V functional and the def2-TZVPD basis",
  "s_squared": 1.492,
  "multiplicity": 2,
  "homo_ev": [-5.5, -5.5],
  "lumo_ev": [-0.86, -0.96],
  "elements": ["O", "Li", "C", "C", "H", "H", "H", "Sn", "H"],
  "xyz": [[0.984, -0.742, 0.191], [1.505, -2.581, -0.422], [-0.279, -0.344, 0.380], [-0.796, 0.840, -0.176], [-0.847, -0.874, 1.158], [-0.078, 1.526, -0.643], [-1.815, 0.818, -1.350], [2.835, -0.031, 0.407], [-1.509, 1.389, 0.454]]
}

***

9.
{
  "formula": "C2H4MgNaO2",
  "method": "the ωB97M-V functional and the def2-TZVPD basis",
  "s_squared": 0.751,
  "multiplicity": 2,
  "homo_ev": [-6.8, -6.8],
  "lumo_ev": [-0.82, -2.12],
  "elements": ["O", "C", "C", "O", "H", "H", "H", "H", "Mg", "Na"],
  "xyz": [[-2.752, 1.495, -0.484], [-1.790, -1.776, -0.479], [-1.651, -1.902, 0.865], [-0.919, -1.047, 1.602], [-2.989, 1.679, -1.391], [-1.086, -1.146, -1.038], [-2.429, -2.477, -1.017], [-2.061, -2.791, 1.366], [-0.402, -1.102, 3.494], [-1.030, 1.132, 0.727]]
}

***

10.
{
  "formula": "C2H4N11",
  "method": "the ωB97M-V functional and the def2-TZVPD basis",
  "total_charge": -1,
  "homo_ev": -4.6,
  "lumo_ev": 3.87,
  "elements": ["C", "C", "N", "N", "N", "N", "N", "N", "N", "N", "N", "N", "N", "H", "H", "H", "H"],
  "xyz": [[-0.178, -1.213, 0.756], [-0.003, 1.086, -0.374], [0.232, -3.089, -0.054], [0.009, -1.882, -0.431], [-0.001, -2.019, 1.804], [0.233, -3.225, 1.234], [1.404, 1.397, -0.022], [2.092, 0.986, -0.984], [-1.610, 1.865, 1.704], [-1.379, 0.609, 1.693], [-0.019, 0.601, -1.747], [1.354, 0.546, -1.995], [-0.562, 0.136, 0.745], [-0.468, 2.074, -0.064], [-2.430, 2.034, 2.400], [-0.329, -0.487, -1.727], [1.656, 0.582, -2.937]]
}

***

11.
{
  "formula": "C2H4N2",
  "method": "the ωB97M-V functional and the def2-TZVPD basis",
  "homo_ev": -8.1,
  "lumo_ev": 1.03,
  "elements": ["C", "C", "N", "N", "H", "H", "H", "H"],
  "xyz": [[1.963, 0.317, -0.032], [0.891, -0.322, -0.197], [-0.400, -0.662, 0.086], [-1.430, 0.321, -0.134], [2.882, 0.704, -0.164], [-0.743, -1.678, -0.249], [-1.034, 1.190, 0.157], [-2.128, 0.131, 0.534]]
}

***

12.
{
  "formula": "C2H4N2",
  "method": "the ωB97M-V functional and the def2-TZVPD basis",
  "homo_ev": -9.8,
  "lumo_ev": -0.36,
  "elements": ["C", "C", "N", "N", "H", "H", "H", "H"],
  "xyz": [[-1.475, -0.958, 0.427], [0.223, 0.656, 0.332], [-2.266, -1.712, 0.777], [1.075, 0.238, -0.654], [-0.353, 1.500, -0.070], [0.330, 0.406, 1.457], [1.390, -0.689, -0.647], [1.076, 0.559, -1.622]]
}

***

13.
{
  "formula": "C2H4N2",
  "method": "the ωB97M-V functional and the def2-TZVPD basis",
  "homo_ev": -8.8,
  "lumo_ev": 0.36,
  "elements": ["C", "C", "N", "N", "H", "H", "H", "H"],
  "xyz": [[0.417, -1.440, -0.098], [0.901, -0.081, -0.106], [0.431, 0.255, 1.181], [-0.319, -0.687, 0.736], [-0.027, -2.047, -0.822], [-1.177, 1.581, -0.432], [0.876, 0.815, -0.789], [-1.102, 1.606, 0.331]]
}

***

14.
{
  "formula": "C2H4N2",
  "method": "the ωB97M-V functional and the def2-TZVPD basis",
  "homo_ev": -8.1,
  "lumo_ev": 0.98,
  "elements": ["C", "C", "N", "N", "H", "H", "H", "H"],
  "xyz": [[0.395, 0.461, 0.298], [-0.980, -0.159, -0.147], [2.449, -0.664, -0.294], [1.513, -0.108, -0.021], [0.544, 1.411, 0.900], [-0.969, -1.268, -0.260], [-1.181, 0.211, -1.109], [-1.772, 0.116, 0.633]]
}

***

15.
{
  "formula": "C2H4N2O",
  "method": "the ωB97M-V functional and the def2-TZVPD basis",
  "homo_ev": -10.0,
  "lumo_ev": 0.57,
  "elements": ["H", "N", "C", "N", "C", "O", "H", "H", "H"],
  "xyz": [[-0.304, 1.551, -2.116], [-0.465, 1.219, -1.182], [0.089, 0.139, -0.990], [-0.054, -0.621, 0.195], [-0.066, -0.159, 1.513], [-0.515, 0.843, 1.961], [0.676, -0.551, -1.621], [0.502, -1.412, 0.075], [0.136, -1.008, 2.166]]
}

***

16.
{
  "formula": "C2H4N2O",
  "method": "the ωB97M-V functional and the def2-TZVPD basis",
  "homo_ev": -9.9,
  "lumo_ev": 0.04,
  "elements": ["C", "C", "N", "N", "O", "H", "H", "H", "H"],
  "xyz": [[0.575, 1.375, 0.499], [-0.011, 0.399, -0.415], [0.884, 2.226, 1.200], [-1.249, -0.176, -0.180], [1.263, -0.922, 0.173], [0.451, 0.305, -1.406], [-1.547, -0.916, -0.900], [-1.326, -0.470, 0.772], [0.961, -1.822, 0.257]]
}

***

17.
{
  "formula": "C2H4N2O",
  "method": "the ωB97M-V functional and the def2-TZVPD basis",
  "homo_ev": -10.2,
  "lumo_ev": 0.78,
  "elements": ["H", "N", "C", "N", "C", "O", "H", "H", "H"],
  "xyz": [[-1.257, 1.874, 1.340], [-0.425, 1.330, 1.103], [-0.766, 0.266, 0.516], [0.218, -0.669, 0.087], [0.968, -0.514, -1.048], [1.871, -1.252, -1.372], [-1.801, -0.018, 0.290], [0.547, -1.368, 0.742], [0.646, 0.350, -1.657]]
}

***

18.
{
  "formula": "C2H4N2O",
  "method": "the ωB97M-V functional and the def2-TZVPD basis",
  "homo_ev": [-9.6, -9.0],
  "lumo_ev": [-0.15, -0.64],
  "elements": ["C", "C", "N", "N", "O", "H", "H", "H", "H"],
  "xyz": [[-0.646, -0.339, 0.717], [-0.805, 0.382, -0.578], [2.347, 0.345, -0.082], [-0.206, 1.000, 0.588], [2.112, -0.750, -0.429], [-1.365, -0.714, 1.449], [0.191, -1.094, 0.551], [0.052, 0.242, -1.439], [-1.680, 0.928, -0.779]]
}

***

19.
{
  "formula": "C2H4N2O",
  "method": "the ωB97M-V functional and the def2-TZVPD basis",
  "homo_ev": -9.9,
  "lumo_ev": 0.74,
  "elements": ["H", "N", "C", "N", "C", "O", "H", "H", "H"],
  "xyz": [[2.482, 0.493, -0.033], [1.544, 0.210, 0.437], [0.808, -0.187, -0.564], [-0.527, -0.290, -0.372], [-1.242, 0.285, 0.708], [-2.440, 0.014, 0.813], [1.296, -0.464, -1.573], [-1.227, -1.027, -0.843], [-0.694, 0.967, 1.427]]
}

***

20.
{
  "formula": "C2H4N2O",
  "method": "the ωB97M-V functional and the def2-TZVPD basis",
  "homo_ev": -9.3,
  "lumo_ev": 0.60,
  "elements": ["C", "N", "N", "C", "O", "H", "H", "H", "H"],
  "xyz": [[2.082, -0.132, 0.024], [0.778, -0.412, 0.043], [0.035, 0.617, -0.217], [-1.357, 0.411, 0.139], [-1.743, -0.721, -0.070], [2.706, 0.764, -0.253], [2.636, -1.092, 0.406], [0.493, 1.493, 0.224], [-1.928, 1.496, 0.424]]
}